# 1
Formula: C9H15ClSi
Source: the OMol25 dataset
Level of theory: the ωB97M-V functional and the def2-TZVPD basis

Properties
F_max, eV/Å: 4.1
DFT total energy, a.u.: -1101.417852
ΔE to the lowest compared entry with this formula, charge and spin, kJ/mol: 535.7
Orbital gap, Ha: 0.311
LUMO level, eV: 0.292

Structure (XYZ):
```
26
Properties=species:S:1:pos:R:3:forces:R:3
H -1.2733 0.1644 -1.0313 -0.17 0.61 1.79
H -0.8084 1.6125 1.7948 0.27 0.23 -1.05
H -1.2203 2.4361 0.1224 0.33 -0.45 1.37
C 1.7919 0.3335 -0.7260 0.09 0.33 0.38
H 5.4176 -1.5894 -0.9072 -0.18 0.06 -0.36
H 4.0174 0.0423 -0.4871 -1.51 -0.33 -0.08
H -4.3709 0.7339 2.5557 2.11 -0.02 0.19
H -2.8469 -0.3087 2.4605 -0.13 -0.09 0.28
C 0.6454 0.4720 -0.3554 0.17 -0.28 -0.11
H 2.6364 -2.2233 -3.8677 0.37 0.05 1.54
C 5.3632 -2.6071 -1.2686 -0.37 -0.79 0.59
C -1.3031 1.5300 0.8000 -1.67 2.52 -0.09
H -2.6469 1.3360 3.2396 -1.30 -1.10 -0.88
H -3.1561 0.9550 0.1871 -1.21 -1.60 -1.10
Si 2.8166 -2.1829 -2.2958 0.53 3.06 0.00
H 4.3211 -4.2822 -2.0539 0.05 0.80 0.51
C -2.8205 1.3823 1.0781 0.85 0.19 1.39
Cl 6.8828 -3.4166 -0.9235 -0.50 0.06 -0.27
C -3.2146 0.7151 2.4494 -0.24 1.43 -0.81
H 1.4915 -2.2156 -1.6885 -0.21 -0.60 0.17
H 3.5517 0.8665 -1.9006 -0.79 -0.32 -0.20
H -0.8778 -0.4765 0.7120 -0.17 0.57 -1.50
H -3.2803 2.3384 1.0027 -0.29 1.10 0.47
C -0.8111 0.4162 -0.0110 2.19 -3.42 -0.28
C 3.1422 0.1272 -1.1949 1.13 -1.79 -1.13
C 4.2571 -3.2219 -1.7133 0.67 -0.23 -0.84
```
Forces are in eV/Å.

Calculated atomic charges, method Mulliken, unit e: number 1, H, carries 0.269; number 2, H, carries 0.237; number 3, H, carries 0.264; number 4, C, carries 0.163; number 5, H, carries 0.233; number 6, H, carries 0.328; number 7, H, carries 0.289; number 8, H, carries 0.284; number 9, C, carries 0.276; number 10, H, carries -0.071; number 11, C, carries -0.150; number 12, C, carries -0.166; number 13, H, carries 0.265; number 14, H, carries 0.464; number 15, Si, carries 0.466; number 16, H, carries 0.332; number 17, C, carries -0.847; number 18, Cl, carries -0.187; number 19, C, carries -0.921; number 20, H, carries -0.123; number 21, H, carries 0.388; number 22, H, carries 0.181; number 23, H, carries 0.376; number 24, C, carries -0.660; number 25, C, carries -1.439; number 26, C, carries -0.252



# 2
Formula: C21H24AsAuN5OS2
Source: the OMol25 dataset
Level of theory: the ωB97M-V functional and the def2-TZVPD basis

Properties
F_max, eV/Å: 0.3
DFT total energy, a.u.: -4331.174444
ΔE to the lowest compared entry with this formula, charge and spin, kJ/mol: 0.0
Orbital gap, Ha: 0.229
Charge: +1
LUMO level, eV: -3.826

Structure (XYZ):
```
55
Properties=species:S:1:pos:R:3:forces:R:3
O 0.9545 -2.3867 1.6580 0.00 -0.09 -0.05
H -1.9742 4.3930 0.8295 -0.01 0.00 0.00
H 2.2355 3.6818 1.1575 0.00 0.00 0.00
C -4.2220 -0.1030 -0.3370 -0.12 0.09 0.04
C 1.0489 2.0192 0.5059 0.01 0.01 0.02
H -3.0954 -0.0687 -2.1670 -0.02 0.01 0.00
H 1.8816 1.3305 0.4249 0.00 0.01 0.02
C 1.2405 3.3279 0.9221 0.01 -0.02 0.00
C -1.3325 2.4158 0.3393 -0.01 -0.04 0.00
H 4.0578 -1.7506 -3.9579 0.01 0.00 0.00
C 0.1519 4.1801 1.0367 -0.02 0.01 -0.01
H 4.5285 -2.0289 -2.2581 0.00 0.00 0.00
H -2.3230 2.0498 0.1025 0.04 0.03 0.04
H 2.0889 -3.0234 5.8479 0.00 0.00 0.00
C -5.0839 0.5996 0.4924 0.07 -0.04 0.00
H 1.8790 1.3131 -2.0495 0.01 -0.01 -0.01
H -4.6998 -2.0518 0.1276 0.00 0.00 -0.03
H 0.5880 -2.2472 -3.9736 0.00 0.00 -0.01
S -0.4385 -2.6751 -1.1595 -0.02 0.03 -0.07
C -5.4680 1.8919 0.1592 0.01 0.06 -0.03
H 1.4062 -0.8462 -4.7335 0.00 0.00 0.00
C 2.7416 0.7020 -2.3098 0.00 0.01 -0.01
H 4.3641 -2.0117 5.5009 0.00 0.00 0.00
C 1.5393 -2.7337 3.8268 0.00 0.02 0.03
H -5.2805 3.4982 -1.2512 0.00 0.00 0.00
C -1.6715 -1.5967 -0.4629 0.08 -0.13 -0.11
C -4.9863 2.4897 -0.9947 -0.03 -0.01 0.04
H 4.9832 -1.2126 3.2367 0.00 0.00 0.00
S 3.5428 -1.2019 0.7698 0.00 -0.03 0.00
H 0.5425 -3.1453 3.8629 0.00 0.00 0.00
H 0.2990 5.2041 1.3534 0.00 0.00 0.00
N -2.8237 -2.1441 -0.3352 -0.01 0.05 0.12
H 3.1371 1.0038 -3.2789 0.00 0.00 -0.01
N -1.4850 -0.2600 -0.1054 0.23 -0.01 0.19
Au 1.5371 -1.8536 -0.2414 0.03 0.08 0.09
C -1.1291 3.7228 0.7436 0.03 0.02 0.00
N -0.3425 0.2094 -0.2028 -0.04 0.11 -0.04
C 3.7321 -2.1345 -2.9922 -0.01 -0.01 -0.01
C 2.4002 -2.6518 4.8836 0.00 -0.01 -0.01
C 3.6626 -2.0904 4.6823 0.00 0.00 -0.02
H 0.0619 -0.6036 -3.5780 0.00 0.00 0.01
C -4.1292 1.7768 -1.8256 -0.02 -0.05 -0.06
As 2.1956 -1.1377 -2.4073 0.00 -0.04 0.01
H 3.4629 -3.1847 -3.0841 0.00 0.00 0.00
C 0.9185 -1.2221 -3.8339 -0.01 0.01 0.00
H -3.7620 2.2275 -2.7385 0.00 0.01 0.00
C -0.2336 1.5665 0.2223 0.02 -0.02 0.02
N -3.9039 -1.4437 0.0218 -0.08 -0.07 -0.01
H 3.5071 0.8146 -1.5443 0.01 0.00 -0.01
H -5.4413 0.1377 1.4042 0.01 0.00 0.00
C 4.0119 -1.6438 3.4315 0.00 -0.01 0.03
C -3.7509 0.4844 -1.5062 -0.15 0.00 -0.14
H -6.1399 2.4324 0.8127 0.00 0.00 0.00
C 3.1131 -1.7426 2.3650 -0.01 0.01 -0.05
N 1.9028 -2.2767 2.6075 -0.01 0.03 0.03
```
Forces are in eV/Å.

Calculated atomic charges, method Mulliken, unit e: number 1, O, carries -0.605; number 2, H, carries 0.439; number 3, H, carries 0.409; number 4, C, carries 0.735; number 5, C, carries 0.166; number 6, H, carries 0.485; number 7, H, carries 0.297; number 8, C, carries -0.924; number 9, C, carries 0.230; number 10, H, carries 0.418; number 11, C, carries -0.435; number 12, H, carries 0.382; number 13, H, carries 0.012; number 14, H, carries 0.418; number 15, C, carries -0.352; number 16, H, carries 0.333; number 17, H, carries 0.247; number 18, H, carries 0.419; number 19, S, carries -0.422; number 20, C, carries -0.475; number 21, H, carries 0.440; number 22, C, carries -1.046; number 23, H, carries 0.410; number 24, C, carries -0.245; number 25, H, carries 0.426; number 26, C, carries 0.591; number 27, C, carries -0.659; number 28, H, carries 0.399; number 29, S, carries -0.678; number 30, H, carries 0.437; number 31, H, carries 0.394; number 32, N, carries -0.674; number 33, H, carries 0.490; number 34, N, carries -0.081; number 35, Au, carries 0.719; number 36, C, carries -0.709; number 37, N, carries 0.085; number 38, C, carries -1.082; number 39, C, carries -0.694; number 40, C, carries -0.156; number 41, H, carries 0.289; number 42, C, carries -0.513; number 43, As, carries 0.454; number 44, H, carries 0.371; number 45, C, carries -1.038; number 46, H, carries 0.376; number 47, C, carries -0.133; number 48, N, carries -0.055; number 49, H, carries 0.322; number 50, H, carries 0.439; number 51, C, carries -0.869; number 52, C, carries -0.453; number 53, H, carries 0.379; number 54, C, carries 0.966; number 55, N, carries 0.320



# 3
Formula: C10H17NO5SSi
Source: the OMol25 dataset
Level of theory: the ωB97M-V functional and the def2-TZVPD basis

Properties
F_max, eV/Å: 0.6
DFT total energy, a.u.: -1509.753246
SMILES: O=S(=O)(O)CCCC[SiH3].O=[N+]([O-])c1ccccc1
Orbital gap, Ha: 0.356
LUMO level, eV: -0.791

Structure (XYZ):
```
35
Properties=species:S:1:pos:R:3:forces:R:3
Si -1.0630 1.9318 2.5138 -0.22 -0.31 -0.40
C 0.3819 -0.5030 3.0125 0.19 -0.18 -0.36
H -1.2023 -1.6818 3.9228 -0.05 -0.08 -0.10
O -1.6287 -4.1690 1.3554 0.05 -0.08 0.14
C 0.4631 1.2390 -4.7492 0.06 -0.03 -0.02
C 0.2091 0.6409 1.9973 0.12 0.33 0.36
H 3.4629 0.8876 -2.3397 -0.04 0.04 0.06
C -0.6604 -1.6563 2.9761 -0.04 0.24 0.27
N 1.3090 1.9627 -1.1942 -0.01 0.04 -0.01
H -2.4167 -0.7884 1.9948 0.12 0.06 -0.14
H 1.7527 0.3848 -6.2329 0.00 -0.01 0.00
H 0.0189 0.2945 0.9811 -0.02 -0.06 0.02
H 1.3676 -0.9483 2.8464 -0.05 0.04 0.05
O -3.2235 -3.3557 3.0176 0.09 -0.16 0.10
H 0.4188 -0.0778 4.0184 -0.04 -0.08 0.00
C 2.7408 0.5713 -4.3398 -0.06 0.01 -0.04
H -2.2457 1.2021 3.0382 0.01 0.14 0.20
C 1.6606 0.7020 -5.2027 0.00 0.00 0.01
O 0.2375 2.4133 -0.8379 0.10 -0.04 0.03
O 2.2865 1.8561 -0.4797 -0.05 0.00 -0.01
H -0.7890 -3.7651 1.1052 0.04 -0.08 -0.12
H -1.5402 2.7159 1.3582 0.05 0.08 0.03
S -2.6949 -3.0358 1.7333 -0.43 0.33 -0.15
H -0.5850 2.0696 -3.0657 0.04 0.02 0.07
C -1.6822 -1.5809 1.8440 0.16 -0.28 0.09
C 1.4302 1.5160 -2.5925 0.01 -0.02 -0.07
C 0.3403 1.6511 -3.4324 -0.14 0.03 -0.05
H -0.5049 2.8377 3.5370 -0.01 -0.05 0.10
H -0.3775 1.3388 -5.4218 -0.01 0.00 0.00
O -3.5875 -2.8790 0.6269 0.19 -0.05 0.04
H 3.6720 0.1513 -4.6942 0.01 0.00 0.01
H -1.2176 -1.4810 0.8611 -0.13 0.16 -0.01
H -0.1224 -2.6067 2.9164 -0.05 0.04 0.03
H 1.1586 1.1813 1.9472 0.00 -0.02 -0.13
C 2.6308 0.9810 -3.0212 0.14 -0.05 0.00
```
Forces are in eV/Å.

Calculated atomic charges, method Mulliken, unit e: number 1, Si, carries 0.532; number 2, C, carries -0.868; number 3, H, carries 0.282; number 4, O, carries -0.483; number 5, C, carries -0.457; number 6, C, carries -0.444; number 7, H, carries 0.444; number 8, C, carries -0.246; number 9, N, carries 1.003; number 10, H, carries 0.235; number 11, H, carries 0.380; number 12, H, carries 0.141; number 13, H, carries 0.320; number 14, O, carries -0.600; number 15, H, carries 0.306; number 16, C, carries -0.437; number 17, H, carries -0.165; number 18, C, carries -0.420; number 19, O, carries -0.565; number 20, O, carries -0.593; number 21, H, carries 0.361; number 22, H, carries -0.181; number 23, S, carries 1.314; number 24, H, carries 0.450; number 25, C, carries -1.010; number 26, C, carries 0.118; number 27, C, carries -0.321; number 28, H, carries -0.144; number 29, H, carries 0.373; number 30, O, carries -0.602; number 31, H, carries 0.372; number 32, H, carries 0.434; number 33, H, carries 0.357; number 34, H, carries 0.463; number 35, C, carries -0.349



Among the records above, which one has the lowest LUMO level?
C21H24AsAuN5OS2